Entry 1:
DFT (ωB97M-V/def2-TZVPD) results for a molecular structure, C39H37I2N4O7RuS at a distorted geometry.

```
! RIJCOSX wB97M-V def2-TZVPD def2/J DEFGRID3
* xyz 0 6
Ru 0.8381 -0.4284 -0.5832
I -4.1178 -6.4203 0.2727
C -2.7933 -5.0995 -0.5407
C -3.1133 -4.5481 -1.8016
C -2.1707 -3.7194 -2.3542
I -2.6712 -2.7261 -4.1568
C -0.8949 -3.4658 -1.7449
O 0.0230 -2.8968 -2.3642
C -0.6636 -3.9619 -0.4045
C 0.6652 -3.7022 0.3408
N 1.5960 -2.6593 -0.2093
C 2.8615 -2.6542 0.4237
C 3.7478 -1.5858 -0.2042
C 5.1524 -1.5330 0.0159
C 5.8811 -0.6563 -0.7037
C 5.2795 0.1886 -1.6366
C 3.8931 0.1668 -1.7267
N 3.1669 -0.7117 -1.0508
C -1.6112 -4.7846 0.1472
H -4.0761 -4.7051 -2.2874
H 1.2027 -4.6687 0.4294
H 0.4378 -3.3466 1.3202
H 1.7226 -2.8188 -1.2030
H 3.4280 -3.6219 0.2689
H 2.6961 -2.4602 1.4762
H 5.6778 -2.2347 0.6965
H 6.9601 -0.6788 -0.6065
H 5.8778 0.9118 -2.1770
H 3.3794 0.8799 -2.3693
H -1.4491 -5.2230 1.1227
C 3.9966 -0.9512 7.2273
C 3.2372 -0.6812 5.9886
C 1.8889 -1.0489 5.9008
C 1.1685 -0.7479 4.7424
C 1.8350 -0.2324 3.6355
C 3.1733 0.0549 3.7091
C 3.8483 -0.1646 4.8705
S 0.8261 0.1810 2.2457
O 0.1808 -1.0979 1.8728
O -0.0272 1.2842 2.6666
O 1.8017 0.5512 1.1883
H 4.4388 -1.9560 7.2498
H 3.3738 -0.8242 8.1210
H 4.8346 -0.2693 7.3599
H 1.4023 -1.3962 6.7855
H 0.0906 -0.8816 4.6961
H 3.6583 0.5823 2.9192
H 4.9026 0.0671 4.8840
O -2.1984 -1.3887 -0.5256
C -2.1501 -0.1737 -0.4537
N -3.2258 0.6464 -0.2913
C -2.8466 2.0243 -0.3877
C -1.3436 1.8702 -0.7803
O -0.5904 2.7641 -1.0768
N -1.0066 0.5677 -0.6424
C -3.6548 2.7539 -1.4401
C -4.2028 4.0205 -1.2486
C -4.9951 4.6168 -2.2363
C -5.1973 3.9735 -3.4161
C -4.6312 2.6911 -3.6110
C -3.8732 2.0799 -2.6495
C -2.8389 2.7233 0.9922
C -3.4404 2.1486 2.0933
C -3.3733 2.7095 3.3507
C -2.7415 3.9279 3.5341
C -2.1420 4.5382 2.4410
C -2.1921 3.9439 1.1768
H -4.2006 0.3412 -0.2765
H -4.0018 4.4822 -0.2861
H -5.3907 5.6182 -2.0898
H -5.9126 4.3996 -4.1305
H -4.8352 2.1591 -4.5330
H -3.4035 1.1309 -2.8058
H -3.8199 1.1523 2.0391
H -3.7739 2.1124 4.1707
H -2.6338 4.3936 4.4882
H -1.6437 5.4629 2.5585
H -1.6247 4.4482 0.3853
C 0.5210 1.0923 -5.2529
C 1.6524 0.0451 -5.3019
C 1.6477 -0.6188 -3.9399
O 1.1262 0.4169 -3.0596
C 0.0136 0.9827 -3.8027
H -0.3081 0.9096 -5.9394
H 0.9340 2.0725 -5.4623
H 2.5965 0.5672 -5.4400
H 1.5807 -0.7124 -6.0730
H 2.6566 -0.8740 -3.5854
H 0.9642 -1.4808 -3.9034
H -0.2475 1.9199 -3.3340
H -0.8089 0.2361 -3.7066
*
```

For the LUMO energy (alpha / beta), the calculation gives 0.1 / -2.3 eV. The calculation puts the frontier orbital gap (alpha / beta) at 7.99 / 5.73 eV. The calculation puts the HOMO energy (alpha / beta) at -7.9 / -8.0 eV. The calculation puts the energy above the lowest of the compared OMol25 structures with the same formula, charge and spin at 0.0 kJ/mol. For the total energy, the calculation gives -3342.49719 a.u.


Entry 2:
DFT (ωB97M-V/def2-TZVPD) results for 2 unconnected molecules or ions with the total composition C3HCl2N2 at a distorted geometry.

```
! RIJCOSX wB97M-V def2-TZVPD def2/J DEFGRID3
* xyz 1 1
C -1.4231 -1.6912 -0.2588
C 1.6298 0.9026 -0.0489
C -1.0107 0.7294 0.1845
N -1.6804 -2.7673 -0.5646
N -1.1939 -0.4037 -0.0681
Cl 2.0639 -0.5684 0.5700
Cl 2.8295 2.0552 -0.2531
H -1.2150 1.7435 0.4389
*
```

For the LUMO energy (alpha / beta), the calculation gives -6.3 / -6.3 eV. The calculation puts the frontier orbital gap (alpha / beta) at 7.87 / 7.87 eV. The calculation puts the HOMO energy (alpha / beta) at -14.2 / -14.2 eV. The calculation puts the energy above the lowest of the compared OMol25 structures with the same formula, charge and spin at 325.1 kJ/mol. For the total energy, the calculation gives -1144.31803 a.u.